No. 1
C17H18F2N2O3 | wB97M-V/def2-TZVPD

Results
E_HOMO	-8.214	eV
ΔE to the lowest compared entry with this formula, charge and spin	16.107	eV
frontier orbital gap	8.722	eV
E	-1192.920316	Eh
spin multiplicity	1
lowest unoccupied orbital energy	0.5	eV

Atoms and positions in Å:
1 C -0.727 4.199 3.178
2 H -0.379 3.160 3.535
3 H -1.915 3.968 2.971
4 H -0.641 4.982 3.931
5 O -0.380 4.683 2.139
6 C -0.288 3.979 0.936
7 C -0.815 2.780 0.978
8 C -1.182 1.948 -0.344
9 C -0.606 2.431 -1.538
10 C 0.106 3.572 -1.452
11 C 0.261 4.445 -0.557
12 O 0.798 5.671 -0.669
13 C 0.797 6.565 0.601
14 H 1.479 7.388 -0.128
15 H 1.364 6.273 1.312
16 H 0.049 6.949 0.776
17 H 0.594 3.971 -2.236
18 C -0.466 1.566 -2.680
19 H -1.454 0.742 -2.818
20 H -0.501 2.177 -3.666
21 C 0.655 0.741 -2.849
22 N 1.117 -0.013 -1.750
23 C 0.510 -1.388 -1.708
24 O 0.220 -1.941 -2.600
25 N 0.266 -1.903 -0.508
26 C 0.132 -3.263 0.086
27 C -0.358 -4.180 -0.554
28 C -0.684 -5.470 -0.400
29 C -0.408 -5.603 1.156
30 C 0.021 -4.752 2.034
31 C 0.234 -3.501 1.349
32 F 0.611 -2.481 2.309
33 H 0.093 -4.953 3.003
34 F -0.872 -6.868 1.724
35 H -1.039 -6.163 -0.825
36 H -0.392 -4.015 -1.982
37 H 0.684 -1.329 0.393
38 H 1.347 0.390 -0.803
39 H 1.631 1.363 -3.002
40 H 0.792 0.117 -3.817
41 H -1.426 0.893 -0.179
42 H -1.158 2.433 1.692

natural (NBO) atomic charge list, values in e, 2 entries: -0.19 0.16

---

No. 2
C17H18I2N8O2Pb | wB97M-V/def2-TZVPD

Results
E_HOMO	-20.202	eV
ΔE to the lowest compared entry with this formula, charge and spin	0.000	eV
frontier orbital gap	7.928	eV
E	-2033.752002	Eh
spin multiplicity	1
net charge	+4
lowest unoccupied orbital energy	-12.3	eV

Atoms and positions in Å:
1 Pb 0.226 1.437 -0.836
2 C 2.269 4.255 2.179
3 C 3.439 3.590 2.507
4 C 3.705 2.360 1.915
5 C 2.798 1.815 1.023
6 N 1.660 2.473 0.710
7 C 1.414 3.667 1.267
8 C 3.030 0.481 0.405
9 C 4.321 -0.034 0.299
10 C 4.512 -1.267 -0.287
11 C 3.398 -2.004 -0.673
12 C 2.136 -1.456 -0.508
13 N 1.957 -0.203 -0.038
14 C 1.013 -2.410 -0.806
15 C 0.956 -3.067 -2.022
16 C 0.144 -4.182 -2.211
17 C -0.615 -4.660 -1.150
18 C -0.559 -4.000 0.050
19 N 0.207 -2.896 0.186
20 H 2.018 5.211 2.616
21 H 4.140 4.021 3.211
22 H 4.612 1.835 2.178
23 H 0.505 4.169 0.960
24 H 5.177 0.534 0.633
25 H 5.508 -1.671 -0.422
26 H 3.516 -3.005 -1.066
27 H 1.594 -2.715 -2.822
28 H 0.149 -4.703 -3.161
29 H -1.219 -5.553 -1.241
30 H -1.074 -4.352 0.932
31 I -0.472 4.414 -2.169
32 C 1.161 4.095 -3.505
33 I 2.044 2.151 -3.243
34 H 1.930 4.830 -3.299
35 H 0.798 4.157 -4.525
36 N -3.659 -0.276 0.651
37 N -3.908 -0.998 1.830
38 C -3.052 -1.856 2.332
39 N -3.299 -2.522 3.436
40 N -1.884 -2.114 1.596
41 N -0.802 -1.953 2.196
42 O 0.398 -2.386 1.447
43 O -0.474 -1.535 3.245
44 H -4.089 0.636 0.763
45 H -4.131 -0.741 -0.121
46 H -4.808 -0.886 2.288
47 H -4.171 -2.425 3.943
48 H -2.659 -3.202 3.822

natural (NBO) atomic charge list, values in e, 2 entries: 1.23 -0.20

---

No. 3
C17H18N2O3S | wB97M-V/def2-TZVPD

Results
E_HOMO	-9.022	eV
ΔE to the lowest compared entry with this formula, charge and spin	3.197	eV
frontier orbital gap	8.849	eV
E	-1391.958956	Eh
spin multiplicity	1
SMILES string	C[C@H](Cc1ccccc1)N(C)N1C(=O)c2ccccc2S1(=O)=O
lowest unoccupied orbital energy	-0.2	eV

Atoms and positions in Å:
1 C 0.105 2.459 -0.415
2 C -0.460 1.063 -0.527
3 C -1.319 0.841 -1.776
4 C -0.527 0.950 -3.054
5 C -0.552 2.089 -3.889
6 C 0.263 2.173 -5.012
7 C 1.159 1.153 -5.308
8 C 1.189 0.026 -4.554
9 C 0.334 -0.068 -3.441
10 N -1.224 0.701 0.698
11 C -2.315 1.552 1.226
12 N -0.630 -0.210 1.617
13 C -0.782 -1.591 1.616
14 O -1.607 -2.185 0.903
15 C 0.066 -2.351 2.546
16 C 0.151 -3.713 2.783
17 C 1.039 -4.196 3.748
18 C 1.900 -3.334 4.441
19 C 1.798 -1.970 4.229
20 C 0.909 -1.503 3.230
21 S 0.567 0.187 2.782
22 O 0.102 0.904 3.929
23 O 1.771 0.761 2.242
24 H 0.773 2.684 -1.284
25 H -0.701 3.233 -0.321
26 H 0.684 2.517 0.503
27 H 0.377 0.341 -0.623
28 H -2.134 1.537 -1.790
29 H -1.774 -0.161 -1.723
30 H -1.140 2.959 -3.612
31 H 0.246 3.067 -5.615
32 H 1.841 1.240 -6.190
33 H 1.846 -0.804 -4.780
34 H 0.366 -0.963 -2.825
35 H -2.836 2.041 0.424
36 H -3.087 0.939 1.739
37 H -1.953 2.331 1.927
38 H -0.483 -4.471 2.289
39 H 1.099 -5.266 3.888
40 H 2.595 -3.717 5.180
41 H 2.343 -1.245 4.799

natural (NBO) atomic charge list, values in e, 2 entries: -0.64 -0.03

---

Q: Look up the spin multiplicity of the second one.
A: 1

---

Q: Among the records above, which one has the highest E_HOMO?
A: C17H18F2N2O3

---

Q: What is the formula in the first record?
A: C17H18F2N2O3